C35H34CaClN5O9P2S3 as an isolated structure in a non-equilibrium geometry, computed with wB97M-V/def2-TZVPD.

Values from the calculation:
- Charge: -2
- Total energy: -144781.2227 eV

CARTESIAN COORDINATES (ANGSTROEM)
Ca: -0.0846 0.1974 -1.3475
C: -3.9586 1.7167 -0.7774
C: -2.9482 1.5210 0.3160
N: -2.1092 2.4679 0.5227
N: -1.3610 2.3786 1.6935
C: -0.0785 2.4382 1.5938
S: 0.9899 2.4432 0.2237
S: 0.7404 2.6065 3.2210
C: 0.1340 4.2470 3.6724
C: -1.0758 4.2662 4.5789
C: -2.3190 3.7877 4.1527
C: -3.4226 3.8521 4.9948
C: -3.3102 4.3939 6.2781
C: -2.0737 4.8541 6.7153
C: -0.9688 4.7855 5.8669
C: -3.0228 0.2496 1.1168
C: -4.1718 -0.0753 1.8290
C: -4.2225 -1.1802 2.6795
C: -3.0724 -1.9674 2.8050
C: -1.9257 -1.6832 2.0764
C: -1.8714 -0.5832 1.1855
O: -0.8353 -0.3189 0.4647
H: -3.7801 2.6610 -1.2896
H: -4.9722 1.7152 -0.3588
H: -3.8954 0.8988 -1.5049
H: -0.0687 4.7492 2.7253
H: 0.9652 4.7544 4.1638
H: -2.3900 3.3258 3.1674
H: -4.3801 3.4733 4.6455
H: -4.1771 4.4518 6.9282
H: -1.9661 5.2687 7.7138
H: -0.0008 5.1406 6.2150
H: -5.0398 0.5753 1.7468
H: -5.1168 -1.4010 3.2484
H: -3.0732 -2.8136 3.4855
H: -1.0358 -2.2948 2.1801
Cl: -1.2334 -5.9271 -5.9462
C: -1.3002 -4.5613 -4.8223
C: -2.5420 -3.9446 -4.5507
C: -2.6269 -2.8968 -3.6737
C: -1.4722 -2.3838 -2.9902
O: -1.5626 -1.4197 -2.1589
C: -0.2245 -3.0218 -3.3128
C: 1.0323 -2.5492 -2.7639
O: 1.1883 -1.6214 -1.9663
C: -0.1673 -4.0937 -4.2232
H: -3.4309 -4.3114 -5.0526
H: -3.5745 -2.4029 -3.4758
H: 1.9217 -3.1103 -3.0974
H: 0.7974 -4.5410 -4.4512
N: -0.5108 2.3016 -5.9317
C: 0.0282 2.4987 -4.5029
C: 0.8899 3.7453 -4.3892
P: -1.5376 2.4589 -3.4607
O: -1.6408 3.8939 -2.7599
O: -2.6007 2.3201 -4.5198
O: -1.4297 1.4587 -2.3395
P: 1.0351 0.9479 -4.2076
O: -0.2042 -0.1247 -4.3468
O: 1.9113 0.8030 -5.4082
O: 1.5257 1.0051 -2.7967
H: -1.5317 2.1271 -5.7503
H: -0.0193 1.5309 -6.3797
H: -0.3918 3.1434 -6.4815
H: 0.3277 4.6521 -4.6255
H: 1.7586 3.6597 -5.0467
H: 1.2545 3.8324 -3.3648
H: -1.3964 3.7934 -1.8055
H: -0.6386 -0.0769 -3.4574
S: 4.3045 -3.6656 3.6700
C: 3.3398 -2.6133 2.5921
C: 3.6231 -1.2610 2.4996
C: 2.8990 -0.5009 1.5851
N: 1.9433 -1.0100 0.8081
C: 1.6453 -2.3074 0.9409
C: 2.3208 -3.1510 1.8110
C: 5.5717 -4.2069 2.5338
C: 6.6773 -3.4176 2.2645
C: 7.6460 -3.8951 1.3884
N: 7.5799 -5.0848 0.7849
C: 6.5030 -5.8269 1.0427
C: 5.4814 -5.4349 1.9042
H: 4.3852 -0.8056 3.1210
H: 3.0795 0.5674 1.4668
H: 0.8261 -2.6758 0.3293
H: 2.0624 -4.1997 1.8820
H: 6.7795 -2.4427 2.7286
H: 8.5208 -3.2921 1.1636
H: 6.4490 -6.7861 0.5356
H: 4.6260 -6.0776 2.0793

Forces on atoms 1 to 3 (eV/Å):
Ca 1.90 -0.20 1.36
C 0.05 -0.20 -0.18
C -0.08 -0.08 0.27

=====

One molecule with the formula C2H3ClS in a non-equilibrium geometry, computed with wB97M-V/def2-TZVPD.

Values from the calculation:
- Charge: 0
- Total energy: -25479.0990 eV

CARTESIAN COORDINATES (ANGSTROEM)
C: 0.9104 0.0687 0.0604
C: -0.7829 -0.0701 -0.0359
S: 1.6246 1.4730 0.0012
Cl: 1.6034 -1.4407 -0.0257
H: -1.1403 0.7756 0.5511
H: -1.0449 0.0310 -1.0640
H: -1.1703 -0.8374 0.5128

Forces on atoms 1 to 3 (eV/Å):
C -4.66 0.06 -0.67
C 3.86 3.23 0.78
S 0.67 0.72 0.18

=====

An isolated ion of composition C4H8NO and charge +1 in a non-equilibrium geometry, computed with wB97M-V/def2-TZVPD.

Values from the calculation:
- Charge: +1
- Total energy: -7805.9751 eV

CARTESIAN COORDINATES (ANGSTROEM)
C: -0.2267 -1.0284 -0.0168
C: 1.0959 -0.7133 0.1251
C: -1.4033 -0.1114 -0.0867
C: 1.9238 0.4700 0.0216
N: -0.9952 1.2610 0.0734
O: 3.1866 0.4248 0.0831
H: -0.5830 -1.9756 -0.1752
H: 1.6081 -1.6841 0.2082
H: -1.9401 -0.2727 -1.0121
H: -2.0387 -0.3453 0.7926
H: 1.3914 1.4713 -0.3455
H: -0.8180 1.5278 1.0903
H: -1.5542 1.9613 -0.2767
H: 3.7159 -0.3358 0.4142

Forces on atoms 1 to 3 (eV/Å):
C -0.35 4.18 -0.43
C 0.61 -1.70 0.16
C 0.73 0.97 1.56

=====

Computed frontier orbital gap, in the same sequence as the records: 0.202; 0.324; 0.286 Ha.